C47H47BO8 | the ωB97M-V functional and the def2-TZVPD basis

Atoms and positions in Å:
C: -0.38059 2.01914 0.53477
C: -1.10743 3.12012 -0.25455
C: -0.82401 2.93115 -1.76420
C: -0.79883 4.26288 -2.52133
C: -0.17509 4.13606 -3.93416
C: -2.20474 4.77567 -2.70570
C: -3.14587 4.11692 -3.32173
C: -4.51096 4.66990 -3.51879
O: -5.31117 3.97816 -4.05760
C: -4.82239 6.07041 -3.07743
O: -6.01349 6.62754 -3.34835
C: -6.98506 6.47501 -2.27903
C: -7.92964 5.32848 -2.62767
C: -8.52439 5.51858 -4.04494
C: -8.98094 5.03078 -1.52475
C: -9.25924 3.49444 -1.57871
C: -10.33226 5.72659 -1.73309
C: -3.88073 6.73870 -2.46269
B: -4.04954 8.25105 -1.98317
O: -4.97910 8.57285 -1.05242
C: -3.05901 9.32187 -2.62426
C: -2.85827 8.97758 -4.12767
C: -2.55863 6.13223 -2.16262
O: -1.75695 6.72165 -1.51171
H: -0.92377 1.07607 0.41042
H: 0.64913 1.86575 0.21592
H: -0.38669 2.20695 1.61041
H: -2.17580 3.10678 -0.03240
H: -0.71595 4.07847 0.09792
H: -1.56832 2.24028 -2.16565
H: 0.15883 2.45969 -1.83082
H: -0.19095 4.97142 -1.96097
H: 0.86145 3.80585 -3.90559
H: -0.81064 3.48881 -4.53927
H: -0.21816 5.13104 -4.38422
H: -2.92891 3.14496 -3.74235
H: -7.56679 7.39931 -2.24761
H: -6.47490 6.32406 -1.32729
H: -7.30947 4.43100 -2.70488
H: -7.78748 5.12081 -4.73786
H: -9.45243 4.96885 -4.18210
H: -8.67900 6.58721 -4.20744
H: -8.55910 5.28521 -0.54879
H: -10.31797 3.29498 -1.41041
H: -8.61145 2.93071 -0.91125
H: -9.07972 3.19481 -2.61355
H: -10.28236 6.81677 -1.73989
H: -10.98828 5.40282 -0.92105
H: -10.81926 5.37282 -2.64057
H: -4.82361 9.45101 -0.67760
H: -2.08059 9.17017 -2.16078
H: -3.41827 10.34455 -2.49151
H: -3.80593 8.70539 -4.59585
H: -2.37263 9.78995 -4.66526
H: -2.21822 8.10005 -4.23804
O: 1.78916 -0.49615 3.03773
C: 2.02294 -1.68748 3.05129
C: 3.36947 -2.19830 3.42423
C: 4.36585 -1.29885 3.78201
C: 5.61222 -1.76526 4.16706
C: 5.86844 -3.13262 4.19804
C: 4.88342 -4.03191 3.82739
C: 3.63460 -3.56995 3.43369
C: 2.59368 -4.54925 3.02001
O: 2.83994 -5.73874 2.97552
C: 1.24059 -4.03964 2.66675
C: 0.24384 -4.94058 2.31209
C: -1.02781 -4.48234 2.01192
C: -1.31012 -3.12082 2.06507
C: -0.31693 -2.21785 2.40472
C: 0.96236 -2.67187 2.70190
H: 4.16519 -0.23598 3.76283
H: 6.38639 -1.06295 4.44902
H: 6.83911 -3.49619 4.50981
H: 5.08663 -5.09452 3.84615
H: 0.46226 -5.99941 2.27521
H: -1.80391 -5.18615 1.73943
H: -2.30733 -2.76539 1.83876
H: -0.53595 -1.15884 2.44259
O: 7.07310 -6.61120 2.48660
C: 7.50247 -7.74072 2.36733
C: 6.57103 -8.88369 2.17618
C: 5.20269 -8.64305 2.11494
C: 4.32731 -9.69382 1.89989
C: 4.81350 -10.98849 1.74373
C: 6.17429 -11.23502 1.82070
C: 7.05753 -10.18611 2.04293
C: 8.51559 -10.46650 2.14197
O: 8.93565 -11.60396 2.07989
C: 9.44928 -9.31891 2.31309
C: 10.81691 -9.55659 2.37211
C: 11.69817 -8.49610 2.49893
C: 11.21695 -7.19220 2.56690
C: 9.85423 -6.95122 2.52213
C: 8.96515 -8.01211 2.40033
H: 4.82289 -7.63564 2.23162
H: 3.26273 -9.50468 1.84858
H: 4.12755 -11.80646 1.56381
H: 6.55135 -12.24235 1.70475
H: 11.19106 -10.56999 2.31460
H: 12.76361 -8.68302 2.54100
H: 11.90822 -6.36395 2.65678
H: 9.48036 -5.93752 2.57806

* net charge: 0
* SMILES string: CCC[C@@H](C)C1=CC(=O)C(OC[C@H](C)C(C)C)=C(B(O)CC)C1=O.O=C1c2ccccc2C(=O)c2ccccc21.O=C1c2ccccc2C(=O)c2ccccc21
* E_tot: -66559.588 eV